Record 1
{"formula": "C40H52N3O3S2SiTi", "method": "ωB97M-V/def2-TZVPD", "orbital_gap_ha": [0.26851, 0.28330], "fmax_ev_per_a": 0.63, "relative_energy_kj_mol": 99.08, "charge": 1, "multiplicity": 3, "e_homo_ev": [-9.3, -10.3], "elements": ["Ti", "N", "C", "C", "N", "C", "C", "N", "H", "H", "H", "H", "H", "H", "H", "H", "H", "H", "H", "H", "H", "O", "Si", "C", "C", "C", "C", "C", "C", "C", "C", "C", "C", "C", "C", "C", "C", "C", "C", "C", "C", "H", "H", "H", "H", "H", "H", "H", "H", "H", "H", "H", "H", "H", "H", "H", "C", "C", "S", "O", "C", "C", "H", "H", "H", "H", "H", "H", "H", "H", "H", "H", "O", "S", "C", "C", "C", "C", "C", "C", "C", "C", "C", "C", "C", "C", "C", "C", "H", "H", "H", "H", "H", "H", "H", "H", "H", "H", "H", "H", "H", "H"], "xyz": [[-0.41800, -0.26671, 0.24975], [-1.44281, 1.28025, -1.03531], [-2.36763, 2.24208, -0.42625], [-1.65427, 2.84880, 0.77059], [-1.19424, 1.78760, 1.66760], [-2.20297, 1.36310, 2.65263], [-2.82526, 0.02719, 2.28508], [-1.74193, -0.91731, 1.98288], [-1.88377, 0.74297, -1.78092], [-0.66162, 1.76574, -1.46892], [-2.67445, 3.02395, -1.12530], [-3.26566, 1.70799, -0.11399], [-0.78465, 3.41389, 0.42439], [-2.31688, 3.55703, 1.27901], [-0.35801, 2.07794, 2.16053], [-1.71666, 1.27838, 3.62523], [-2.98909, 2.11766, 2.75292], [-3.46181, -0.32309, 3.10190], [-3.45255, 0.10825, 1.39565], [-1.15246, -1.04902, 2.80366], [-2.12507, -1.83260, 1.75321], [1.13461, -0.15700, 1.39713], [1.82862, -0.32331, 2.85088], [1.16757, 0.99949, 4.02016], [1.46406, 2.34316, 3.75737], [0.95972, 3.36394, 4.55070], [0.15846, 3.05849, 5.64500], [-0.12971, 1.73411, 5.93852], [0.36777, 0.71803, 5.12987], [1.38167, -2.02139, 3.52766], [1.74979, -2.40074, 4.82260], [1.43284, -3.65307, 5.32600], [0.73971, -4.56308, 4.53818], [0.38179, -4.21805, 3.24392], [0.70603, -2.96146, 2.74593], [3.68875, -0.14784, 2.78461], [4.38987, 0.42899, 3.84591], [5.77734, 0.49307, 3.84132], [6.49187, -0.01936, 2.76898], [5.81490, -0.60570, 1.70756], [4.43002, -0.66925, 1.72296], [2.11003, 2.59533, 2.92074], [1.20344, 4.39539, 4.32942], [-0.22611, 3.85125, 6.27325], [-0.74091, 1.49055, 6.79824], [0.12985, -0.31142, 5.37487], [2.30016, -1.70853, 5.45197], [1.72830, -3.92271, 6.33163], [0.48950, -5.54020, 4.93007], [-0.14450, -4.92894, 2.61872], [0.44159, -2.72635, 1.71766], [3.84982, 0.84614, 4.68884], [6.29975, 0.94500, 4.67448], [7.57282, 0.03074, 2.76255], [6.36957, -1.02165, 0.87546], [3.91561, -1.15322, 0.90125], [4.41424, 1.80091, -2.26965], [3.03883, 1.23542, -2.59236], [2.47603, 0.18831, -1.23065], [0.95913, 0.12099, -1.39084], [3.06132, -1.41841, -1.81990], [2.24660, -1.96315, -2.97831], [4.74721, 2.44574, -3.08164], [5.15622, 1.00970, -2.15342], [4.39775, 2.38377, -1.34956], [3.03283, 0.66291, -3.51914], [2.27807, 2.01247, -2.67058], [3.01247, -2.07693, -0.95087], [4.11671, -1.27276, -2.06516], [1.18638, -1.99296, -2.72900], [2.57057, -2.98109, -3.19001], [2.37862, -1.37344, -3.88559], [-1.23814, -1.64344, -0.72462], [-2.83420, -1.89503, -0.89616], [-2.88723, -3.56436, -1.65582], [-1.55649, -4.25407, -1.60878], [-1.02788, -4.71288, -0.40530], [0.20579, -5.34356, -0.37360], [0.92041, -5.53325, -1.55042], [0.39590, -5.08414, -2.75233], [-0.83187, -4.43715, -2.77922], [-3.85846, -0.27770, -3.88807], [-2.94728, -1.06844, -4.59816], [-1.56333, -0.75808, -4.61918], [-0.67047, -1.52837, -5.33119], [-1.11208, -2.63892, -6.04920], [-2.46433, -2.97583, -6.03241], [-3.36675, -2.21449, -5.31973], [-3.22166, -3.45631, -2.68743], [-3.63678, -4.12646, -1.09856], [-1.59237, -4.57381, 0.51141], [0.60968, -5.70111, 0.56491], [1.87474, -6.04366, -1.52783], [0.94074, -5.24017, -3.67525], [-1.23701, -4.07844, -3.71788], [-3.52963, 0.63417, -3.40820], [-4.90670, -0.52947, -3.82415], [-1.21048, 0.11119, -4.07439], [0.37963, -1.26502, -5.33959], [-0.41081, -3.23558, -6.61701], [-2.81075, -3.83661, -6.58966], [-4.41833, -2.47472, -5.32404]], "forces_ev_per_angstrom": [[0.3, 0.5, 0.3], [-0.2, -0.2, -0.2], [0.1, 0.1, 0.0], [0.0, 0.0, 0.0], [0.1, -0.1, -0.2], [0.0, 0.0, 0.0], [0.0, 0.0, 0.0], [0.1, -0.1, -0.1], [-0.1, 0.0, 0.1], [0.0, 0.0, 0.0], [0.0, 0.0, 0.0], [0.0, 0.0, 0.0], [0.0, 0.0, 0.0], [0.0, 0.0, 0.0], [0.0, 0.0, 0.0], [0.0, 0.0, 0.0], [0.0, 0.0, 0.0], [0.0, 0.0, 0.0], [0.0, 0.0, 0.0], [0.0, 0.0, 0.0], [0.0, 0.0, -0.1], [-0.4, -0.2, -0.4], [0.0, -0.2, 0.2], [0.1, -0.1, 0.0], [0.0, 0.0, 0.0], [0.0, 0.0, 0.0], [0.0, 0.0, 0.0], [0.0, 0.0, 0.0], [0.0, 0.0, 0.0], [0.0, 0.0, 0.0], [0.0, 0.0, 0.0], [0.0, 0.0, 0.0], [0.0, 0.0, 0.0], [0.0, 0.0, 0.0], [0.0, 0.0, 0.0], [0.0, 0.0, 0.1], [0.0, 0.0, 0.0], [0.0, 0.0, 0.0], [0.0, 0.0, 0.0], [0.0, 0.0, 0.0], [0.0, -0.1, 0.0], [0.0, 0.0, 0.0], [0.0, 0.0, 0.0], [0.0, 0.0, 0.0], [0.0, 0.0, 0.0], [0.0, 0.0, 0.0], [0.0, 0.0, 0.0], [0.0, 0.0, 0.0], [0.0, 0.0, 0.0], [0.0, 0.0, 0.0], [0.0, 0.0, 0.0], [0.0, 0.0, 0.0], [0.0, 0.0, 0.0], [0.0, 0.0, 0.0], [0.0, 0.0, 0.0], [0.0, 0.0, 0.0], [0.0, 0.0, 0.0], [0.0, -0.1, 0.0], [0.2, 0.0, 0.0], [-0.3, 0.2, 0.1], [0.0, 0.0, 0.0], [0.0, 0.0, 0.0], [0.0, 0.0, 0.0], [0.0, 0.0, 0.0], [0.0, 0.0, 0.0], [0.0, 0.0, 0.0], [0.0, 0.0, 0.1], [-0.1, 0.0, 0.0], [0.0, 0.0, 0.0], [0.0, 0.0, 0.0], [0.0, 0.0, 0.0], [0.0, 0.0, 0.0], [0.4, 0.3, 0.0], [-0.2, -0.2, 0.2], [0.0, 0.0, -0.1], [0.0, 0.0, 0.0], [0.0, 0.0, 0.0], [0.0, 0.0, 0.0], [0.0, 0.0, 0.0], [0.0, 0.0, 0.0], [0.0, 0.0, 0.0], [0.0, 0.1, 0.0], [0.1, -0.1, 0.0], [-0.1, 0.0, 0.0], [0.0, 0.0, 0.0], [0.0, 0.0, 0.0], [0.0, 0.0, 0.0], [0.0, 0.0, 0.0], [0.0, 0.0, 0.0], [0.0, 0.0, 0.0], [0.0, 0.0, 0.0], [0.0, 0.0, 0.0], [0.0, 0.0, 0.0], [0.0, 0.0, 0.0], [0.0, 0.0, 0.0], [0.0, 0.0, 0.0], [0.0, 0.0, 0.0], [0.0, 0.0, 0.0], [0.0, 0.0, 0.0], [0.0, 0.0, 0.0], [0.0, 0.0, 0.0], [0.0, 0.0, 0.0]]}


Record 2
{"formula": "C5H10O", "method": "ωB97M-V/def2-TZVPD", "orbital_gap_ha": 0.33475, "fmax_ev_per_a": 4.59, "relative_energy_kj_mol": 494.31, "charge": 0, "multiplicity": 1, "e_homo_ev": -8.2, "elements": ["C", "C", "C", "C", "C", "O", "H", "H", "H", "H", "H", "H", "H", "H", "H", "H"], "xyz": [[0.01846, 0.81956, -1.75154], [0.33657, 0.30850, -0.31963], [1.36742, -1.20402, 0.23592], [-0.45737, 1.07239, 0.76740], [-1.01455, -0.24567, 1.20606], [-0.65905, -0.97637, 0.04103], [0.47321, 0.20106, -2.52496], [0.34539, 1.85233, -1.95154], [-1.07789, 0.79802, -1.91214], [1.42151, -2.01235, -0.52694], [1.14970, -1.76368, 1.18961], [2.28430, -0.69662, 0.36400], [-1.25767, 1.68021, 0.32066], [0.01580, 1.57201, 1.61442], [-2.07894, -0.20542, 1.37839], [-0.55889, -0.51063, 2.17422]], "forces_ev_per_angstrom": [[0.6, -0.6, 0.4], [-1.3, -4.4, 0.7], [1.1, 1.7, -0.5], [0.4, -0.2, 0.2], [-0.9, 0.3, 0.7], [-1.9, 1.8, -0.7], [0.0, -0.1, 0.0], [0.1, -0.3, 0.5], [0.5, -0.1, 0.3], [-0.3, 1.3, 0.0], [-0.5, 1.4, -0.8], [1.6, -0.1, 0.0], [0.6, 0.1, 0.0], [0.4, 0.4, -0.6], [-0.5, -0.4, 0.1], [0.2, -0.8, -0.4]]}


Record 3
{"formula": "C2H8IO2", "method": "ωB97M-V/def2-TZVPD", "orbital_gap_ha": 0.28846, "fmax_ev_per_a": 1.87, "relative_energy_kj_mol": 24.65, "charge": -1, "multiplicity": 1, "e_homo_ev": -4.1, "elements": ["I", "C", "O", "H", "H", "H", "H", "C", "O", "H", "H", "H", "H"], "xyz": [[19.47623, -14.40456, 5.14808], [18.46180, -10.91762, 3.14211], [19.74604, -11.40915, 2.91106], [17.81300, -11.52284, 2.50897], [18.19045, -11.10258, 4.18147], [18.18188, -9.89328, 2.89619], [19.81277, -12.20888, 3.43792], [19.16003, -16.01022, 8.84569], [20.42929, -16.13238, 8.29817], [18.66982, -15.07204, 8.58569], [18.52186, -16.79396, 8.43754], [19.25824, -16.17652, 9.91845], [20.38554, -15.91573, 7.36396]], "forces_ev_per_angstrom": [[0.0, 0.0, 0.0], [-1.3, -1.3, 0.1], [1.0, 1.3, -0.5], [-0.7, 0.0, 0.1], [-0.3, 0.1, 0.1], [1.1, 0.3, -0.1], [0.2, -0.5, 0.3], [-0.6, -0.5, -0.2], [1.1, -0.1, 0.2], [0.1, 0.3, 0.3], [-0.4, -0.2, 0.1], [-0.2, 0.3, 0.1], [-0.1, 0.3, -0.5]]}


Question: Among the records above, which one has the highest charge?
Answer: C40H52N3O3S2SiTi